{
  "formula": "C4H13N2O2",
  "method": "ωB97M-V with the def2-TZVPD basis set",
  "symbols": ["O", "C", "C", "C", "C", "N", "N", "H", "H", "H", "H", "H", "H", "H", "H", "H", "H", "H", "H", "H", "O"],
  "xyz": [[-0.5198, 2.8157, 1.5350], [-1.2843, 2.1754, 0.8704], [-0.7184, 1.2218, -0.1891], [-0.3152, 0.0063, 0.7147], [0.0704, -1.2380, -0.1454], [0.9700, -0.8724, -1.2511], [0.4750, 1.7787, -0.8320], [-2.3626, 2.2139, 0.9761], [-1.4692, 0.8489, -0.8785], [-1.1593, -0.2806, 1.3429], [0.5119, 0.3037, 1.3647], [-0.9087, -1.6068, -0.4419], [0.5681, -1.9438, 0.5039], [1.7869, -1.4723, -1.2538], [1.0374, 0.9091, -1.0603], [0.4883, -1.0782, -2.1250], [1.0293, 2.4026, -0.2364], [0.2682, 2.2708, -1.6946], [1.3522, -4.8768, -0.6488], [0.1023, -4.7895, 0.2314], [0.8047, -4.2533, -0.1594]],
  "e_above_lowest_ev": 2.091,
  "lumo_ev": -3.145,
  "gap_ha": 0.4005,
  "total_charge": 1
}

***

{
  "formula": "C5H12O",
  "method": "ωB97M-V with the def2-TZVPD basis set",
  "symbols": ["C", "C", "C", "C", "O", "C", "H", "H", "H", "H", "H", "H", "H", "H", "H", "H", "H", "H"],
  "xyz": [[-0.9666, -1.9068, 0.3096], [-1.3147, -0.4301, 0.1368], [-0.1105, 0.4127, -0.2685], [-0.4582, 1.8856, -0.4677], [0.8684, 0.2859, 0.7566], [2.1711, 0.0816, 0.2780], [-0.5789, -2.3338, -0.6240], [-0.1978, -2.0333, 1.0786], [-1.8460, -2.4903, 0.6022], [-1.7125, -0.0248, 1.0762], [-2.1012, -0.3086, -0.6190], [0.3003, 0.0091, -1.2103], [-1.2361, 2.0135, -1.2294], [0.4215, 2.4610, -0.7777], [-0.8258, 2.3118, 0.4717], [2.8270, 0.0141, 1.1503], [2.2447, -0.8534, -0.2984], [2.5151, 0.9059, -0.3652]],
  "smiles": "CC[C@@H](C)OC",
  "e_above_lowest_ev": 0.554,
  "lumo_ev": 1.170,
  "gap_ha": 0.3976
}

***

{
  "formula": "C50H83N22O4P",
  "method": "ωB97M-V with the def2-TZVPD basis set",
  "symbols": ["C", "C", "C", "C", "C", "O", "C", "C", "C", "N", "P", "O", "O", "O", "H", "H", "H", "H", "H", "H", "H", "H", "H", "H", "H", "H", "H", "H", "H", "H", "H", "H", "H", "H", "C", "C", "N", "H", "H", "H", "C", "C", "N", "H", "H", "H", "C", "C", "N", "H", "H", "H", "C", "C", "N", "H", "H", "H", "C", "C", "N", "H", "H", "H", "C", "C", "N", "H", "H", "H", "C", "C", "N", "H", "H", "H", "C", "C", "N", "H", "H", "H", "C", "C", "N", "H", "H", "H", "C", "C", "N", "H", "H", "H", "C", "C", "N", "H", "H", "H", "C", "C", "N", "H", "H", "H", "C", "C", "N", "H", "H", "H", "C", "C", "N", "H", "H", "H", "C", "C", "N", "H", "H", "H", "C", "C", "N", "H", "H", "H", "C", "C", "N", "H", "H", "H", "C", "C", "N", "H", "H", "H", "C", "C", "N", "H", "H", "H", "C", "C", "N", "H", "H", "H", "C", "C", "N", "H", "H", "H"],
  "xyz": [[0.5953, -0.4613, 1.3408], [1.3941, 0.8233, 0.8206], [1.6792, 0.7945, -0.7274], [3.1051, 1.4055, -0.9993], [3.2871, 2.9176, -0.5751], [4.3444, 2.9840, 0.4104], [4.1255, 3.9092, 1.4773], [2.8698, 3.5554, 2.3911], [4.1346, 5.4395, 1.0619], [2.9038, 5.9432, 0.4337], [5.6228, 3.6644, 2.6280], [6.3229, 4.9534, 2.9736], [5.1526, 2.7574, 3.9523], [6.7538, 2.6894, 1.8342], [1.1306, -0.8463, 2.2376], [0.5406, -1.2581, 0.5646], [-0.4158, -0.1357, 1.6624], [2.3870, 0.8014, 1.3494], [0.8346, 1.7560, 1.1049], [0.8820, 1.2925, -1.3417], [1.6952, -0.2862, -1.0436], [3.2890, 1.3008, -2.1070], [3.8731, 0.7679, -0.4887], [3.6754, 3.4457, -1.4931], [2.3436, 3.4386, -0.2977], [2.9571, 4.2209, 3.2971], [2.9001, 2.5099, 2.7647], [1.9348, 3.8250, 1.8514], [4.2522, 6.0299, 2.0121], [4.9992, 5.6194, 0.3783], [2.7921, 5.6349, -0.5328], [2.0756, 5.7772, 0.9990], [5.6795, 1.9341, 3.9278], [6.8161, 3.0308, 0.9251], [1.0947, 1.8223, 5.5858], [0.4096, 0.8138, 4.7378], [-0.1263, 0.0280, 4.0769], [1.7367, 2.4497, 4.9673], [0.3573, 2.4571, 6.0884], [1.7042, 1.3211, 6.3385], [3.3929, 9.7883, 0.7722], [2.1728, 9.2491, 1.4177], [1.2232, 8.8299, 1.9252], [3.8903, 10.4857, 1.4457], [4.0738, 8.9704, 0.5355], [3.1248, 10.3089, -0.1470], [-2.1646, 7.6718, 2.9062], [-2.1214, 6.3878, 3.6501], [-2.0883, 5.3872, 4.2306], [-2.9072, 8.3322, 3.3495], [-1.1869, 8.1535, 2.9469], [-2.4277, 7.4903, 1.8652], [-1.2011, -4.5380, -0.3829], [-1.5253, -3.1295, -0.0438], [-1.7740, -2.0312, 0.2214], [-1.6911, -4.8130, -1.3169], [-0.1244, -4.6558, -0.4977], [-1.5480, -5.2005, 0.4083], [-3.5397, -8.2784, 1.1105], [-3.0557, -8.0405, -0.2702], [-2.6781, -7.8562, -1.3546], [-3.8036, -9.3293, 1.2344], [-2.7612, -8.0174, 1.8275], [-4.4198, -7.6636, 1.3022], [2.6316, 8.3584, -3.1438], [2.7648, 6.8889, -2.9936], [2.8685, 5.7431, -2.8764], [3.5603, 8.8452, -2.8462], [2.4166, 8.6061, -4.1823], [1.8192, 8.7240, -2.5160], [-4.9325, -5.1414, -1.9739], [-5.1356, -5.1136, -0.5117], [-5.2910, -5.1119, 0.6356], [-5.8343, -5.5214, -2.4650], [-4.7206, -4.1370, -2.3423], [-4.0942, -5.7961, -2.2169], [6.3051, 6.3529, 6.1344], [5.6924, 6.8994, 7.3714], [5.2141, 7.3271, 8.3338], [7.2808, 5.9250, 6.3616], [5.6657, 5.5770, 5.7151], [6.4273, 7.1470, 5.3992], [1.1266, -9.6319, 0.1705], [0.7900, -8.2300, 0.5221], [0.5350, -7.1326, 0.7976], [0.6540, -9.9004, -0.7736], [2.2063, -9.7394, 0.0721], [0.7717, -10.3051, 0.9484], [4.4709, -1.2064, 3.8594], [4.0280, -1.5651, 2.4900], [3.6823, -1.8463, 1.4239], [3.8307, -0.4194, 4.2598], [4.4102, -2.0795, 4.5081], [5.5017, -0.8524, 3.8332], [0.0721, -13.4138, 2.9208], [0.5747, -13.1617, 1.5480], [0.9647, -12.9631, 0.4780], [-0.1961, -14.4643, 3.0283], [0.8446, -13.1660, 3.6483], [-0.8079, -12.7996, 3.1097], [-6.8121, -8.6147, -4.0346], [-7.1478, -7.2040, -3.7180], [-7.4044, -6.1027, -3.4700], [-7.2956, -8.9098, -4.9648], [-5.7332, -8.7226, -4.1420], [-7.1556, -9.2654, -3.2342], [-0.0436, 6.7746, 6.7315], [0.1736, 5.3158, 6.8767], [0.3448, 4.1783, 6.9872], [0.8372, 7.3149, 7.0783], [-0.2243, 7.0169, 5.6844], [-0.9063, 7.0792, 7.3230], [-6.2267, -12.0764, 1.8644], [-4.8668, -12.1542, 1.2753], [-3.8044, -12.2258, 0.8143], [-6.9405, -12.5782, 1.2118], [-6.2343, -12.5596, 2.8409], [-6.5205, -11.0334, 1.9796], [-5.3922, -12.4115, -5.9246], [-6.0837, -11.8971, -4.7165], [-6.6223, -11.4974, -3.7741], [-4.4126, -12.8025, -5.6514], [-5.9793, -13.2092, -6.3785], [-5.2653, -11.6068, -6.6487], [0.2121, 10.4304, -6.2722], [0.1028, 10.5079, -4.7939], [0.0184, 10.5675, -3.6418], [-0.7381, 10.1044, -6.6956], [0.4663, 11.4091, -6.6758], [0.9877, 9.7204, -6.5496], [-2.1989, 12.0876, 3.1932], [-2.9801, 11.0801, 2.4347], [-3.5870, 10.2938, 1.8429], [-1.5639, 12.6519, 2.5111], [-2.8759, 12.7737, 3.7014], [-1.5733, 11.5891, 3.9332], [10.0458, 4.1045, 2.5009], [11.3614, 3.9210, 1.8382], [12.3862, 3.7780, 1.3219], [9.2632, 3.6295, 1.9111], [10.0653, 3.6548, 3.4930], [9.8235, 5.1667, 2.5961], [1.1246, 11.0529, -10.5541], [1.8085, 10.5329, -9.3444], [2.3418, 10.1280, -8.4016], [1.7553, 11.7934, -11.0448], [0.9284, 10.2353, -11.2470], [0.1799, 11.5178, -10.2736], [-9.5971, -4.3275, -1.6347], [-10.9006, -3.6421, -1.8200], [-11.9165, -3.1089, -1.9650], [-9.7477, -5.4055, -1.5973], [-8.9325, -4.0911, -2.4642], [-9.1354, -3.9996, -0.7034], [-5.3332, -13.1129, -10.4275], [-5.5674, -13.9044, -9.1944], [-5.7489, -14.5221, -8.2338], [-5.3147, -13.7747, -11.2927], [-6.1311, -12.3818, -10.5540], [-4.3789, -12.5918, -10.3561]],
  "e_above_lowest_ev": 0.000,
  "lumo_ev": 0.183,
  "gap_ha": 0.3336
}

***

{
  "formula": "C26H22CoGeN2O2",
  "method": "ωB97M-V with the def2-TZVPD basis set",
  "symbols": ["Co", "O", "C", "C", "C", "C", "C", "C", "C", "N", "N", "C", "O", "C", "C", "C", "C", "C", "C", "H", "H", "H", "H", "H", "H", "H", "H", "H", "H", "Ge", "C", "C", "C", "C", "C", "C", "C", "C", "C", "C", "C", "C", "H", "H", "H", "H", "H", "H", "H", "H", "H", "H", "H", "H"],
  "xyz": [[0.0000, 0.0000, 0.0000], [0.9213, 1.0179, 1.1225], [1.9070, 1.6383, 0.5926], [2.9000, 2.2792, 1.3588], [3.9830, 2.9717, 0.7942], [4.1106, 3.0629, -0.5873], [3.1578, 2.4536, -1.3958], [2.0968, 1.7466, -0.8058], [1.1546, 1.0546, -1.7057], [0.8536, -0.1758, -1.4795], [-0.1088, -0.6919, -2.3449], [-1.1356, -1.0887, -1.6427], [-1.3930, -0.9744, -0.4255], [-2.2318, -1.8616, -2.3581], [-3.4631, -2.2141, -1.7763], [-4.4057, -2.9738, -2.4783], [-4.1353, -3.3937, -3.7795], [-2.9260, -3.0501, -4.3797], [-1.9858, -2.2906, -3.6747], [2.8170, 2.2185, 2.4430], [4.7178, 3.4256, 1.4489], [4.9504, 3.5855, -1.0280], [3.2485, 2.4821, -2.4750], [0.7469, 1.6171, -2.5600], [-3.6727, -1.9001, -0.7561], [-5.3387, -3.2393, -1.9934], [-4.8607, -3.9921, -4.3195], [-2.6972, -3.3763, -5.3886], [-1.0353, -2.0426, -4.1400], [-1.6905, 1.6936, 0.4660], [-0.8697, 3.4326, 0.5560], [0.1403, 3.6958, 1.4910], [0.7299, 4.9628, 1.5478], [0.3131, 5.9693, 0.6714], [-0.6933, 5.7089, -0.2637], [-1.2839, 4.4424, -0.3223], [-2.5951, 1.2815, 2.1145], [-1.8780, 1.1795, 3.3141], [-2.5453, 0.8797, 4.5062], [-3.9292, 0.6806, 4.5033], [-4.6470, 0.7800, 3.3075], [-3.9815, 1.0795, 2.1143], [-2.7362, 1.7034, -0.6783], [0.4738, 2.9249, 2.1714], [1.5101, 5.1643, 2.2704], [0.7700, 6.9494, 0.7161], [-1.0153, 6.4879, -0.9426], [-2.0626, 4.2499, -1.0493], [-0.8075, 1.3276, 3.3286], [-1.9898, 0.8010, 5.4318], [-4.4447, 0.4485, 5.4263], [-5.7181, 0.6251, 3.3052], [-4.5452, 1.1547, 1.1931], [0.4082, -1.1961, 0.9720]],
  "multiplicity": 4,
  "lumo_ev": [-0.663, -1.345],
  "gap_ha": [0.2455, 0.2633]
}